# 1
A cluster of 4 separate species, C13H18N2O3 in total. Source: the OMol25 dataset; level of theory: ωB97M-V with the def2-TZVPD basis set.

Each line ends with the Mulliken charge.
Atoms and positions in Å:
C 5.61306 0.88426 -0.59215  -0.008
C 4.42526 0.77767 -0.96163  -0.790
C 2.85939 0.53659 -1.03800  0.677
C 2.37893 -0.79194 -1.50208  -0.238
N 1.08271 -1.18252 -1.59961  -0.576
C 0.23640 -0.14933 -1.20696  0.507
C -1.23850 -0.43165 -1.25427  -0.196
C -2.29433 0.56881 -0.91213  -0.407
C -1.79558 1.93230 -0.48873  -0.448
C -0.37568 2.22375 -0.42871  -0.568
C 0.66114 1.19488 -0.78014  0.426
N 1.98912 1.57802 -0.67937  -0.617
H 6.61130 0.94302 -0.10707  0.378
H 3.15922 -1.54323 -1.79975  0.402
H -1.59015 -1.44601 -1.58977  0.407
H -3.39532 0.37445 -0.94244  0.328
H -2.50893 2.74053 -0.20034  0.334
H -0.00748 3.24089 -0.13303  0.374
C -4.70518 -2.70462 -2.04910  -0.545
O -4.16459 -1.88018 -3.07514  -0.483
H -4.48118 -2.25266 -1.08346  0.182
H -5.78869 -2.78337 -2.16753  0.315
H -4.25421 -3.69916 -2.09488  0.267
H -4.38487 -2.30223 -3.91313  0.281
C -1.26197 -2.49482 2.42566  -0.422
O -1.46963 -1.17127 2.90008  -0.494
H -1.61678 -3.19693 3.17877  0.250
H -1.82129 -2.64635 1.49833  0.152
H -0.19575 -2.66064 2.25096  0.229
H -1.14857 -0.56946 2.21789  0.286
C 3.26307 3.02842 3.00714  -0.540
O 3.84924 2.17114 2.04049  -0.472
H 3.96834 3.16553 3.82569  0.218
H 3.03987 3.99942 2.55649  0.244
H 2.34398 2.57984 3.39415  0.230
H 3.23496 2.04191 1.31491  0.315

Summary:
DFT total energy ... -841.1902 Ha
SMILES string ... C#Cc1cnc2ccccc2n1.CO.CO.CO
Relative energy (zero: lowest compared OMol25 entry of this formula, charge and spin) ... 164.6 kcal/mol

=====

# 2
A cluster of 2 separate species, C13H18N2O3P in total. Source: the OMol25 dataset; level of theory: ωB97M-V with the def2-TZVPD basis set.

Each line ends with the Mulliken charge.
Atoms and positions in Å:
C 3.16098 -0.65350 1.21108  -0.592
C 4.18345 0.49102 0.95512  0.609
O 5.28132 0.17666 0.57991  -0.477
O 3.93188 1.85849 1.17498  -0.317
C 3.96271 2.62699 -0.03659  -0.405
C 2.52687 3.24086 -0.44528  -0.945
C 1.46124 2.54391 0.44054  0.711
C 1.15757 2.95183 1.83642  -0.318
C 0.17273 2.18104 2.55070  -0.463
N -0.46869 1.11843 1.94187  -0.002
C -0.24082 0.71540 0.64610  0.336
P -1.09344 -0.76212 -0.17522  0.330
O 0.03365 -1.57183 -0.77216  -0.613
C 0.73032 1.40802 -0.17571  -0.454
H 3.67645 -1.65208 1.18027  0.345
H 2.68461 -0.59140 2.23046  0.263
H 2.32498 -0.70254 0.46572  0.001
H 4.42480 2.08836 -0.90631  0.320
H 4.63348 3.51202 0.15315  0.320
H 2.52414 4.35524 -0.38183  0.407
H 2.37890 2.97045 -1.52322  0.297
H 1.71924 3.81531 2.27106  0.436
H -0.04555 2.45022 3.61246  0.375
H -1.16147 0.61550 2.50063  0.290
H -1.89666 -0.33067 -1.26740  0.186
H -1.76321 -1.58092 0.77721  0.071
H 0.95787 1.09843 -1.22698  0.276
N -4.37218 -2.71242 -0.75865  0.052
C -3.37480 -3.24851 -1.53625  -0.376
C -3.95642 -3.78937 -2.65242  -0.631
C -5.35432 -3.56850 -2.55091  -0.378
C -5.58051 -2.90094 -1.37576  -0.494
H -4.23898 -2.25343 0.12456  0.193
H -2.34130 -3.20004 -1.22680  0.475
H -3.43615 -4.28819 -3.45468  0.404
H -6.10948 -3.86603 -3.26096  0.394
H -6.49321 -2.54569 -0.92510  0.376

Summary:
DFT total energy ... -1182.4275 Ha
Total charge ... +1

=====

# 3
The ion C13H18NO with charge -1. Source: the OMol25 dataset; level of theory: ωB97M-V with the def2-TZVPD basis set.

Each line ends with the Mulliken charge.
Atoms and positions in Å:
C -1.71846 -0.87973 -1.51296  -1.228
C -1.46407 -0.48720 -0.28014  -0.322
C -2.14720 -1.02597 1.05210  0.209
C -3.44416 -1.74467 0.72640  -1.533
C -0.58772 0.70930 -0.11151  0.250
C -1.24082 1.92123 -0.04178  -0.475
C -0.69549 3.16650 0.30501  -0.770
C 0.72639 3.20431 0.31446  -0.832
C 1.40727 2.00003 0.29932  -0.802
C 0.83646 0.74727 0.06148  -0.039
C 1.81448 -0.41792 -0.06932  2.934
C 3.20424 0.00992 0.33052  -2.535
C 1.83578 -0.92570 -1.57833  -1.663
N 1.39599 -1.53561 0.85067  -0.350
O 2.12568 -2.62908 0.78954  -0.872
H -1.24870 -0.36077 -2.25795  0.480
H -2.53493 -1.64975 -1.66300  0.236
H -1.32721 -1.62877 1.34859  0.325
H -2.33718 -0.18470 1.87468  0.342
H -3.97890 -1.82826 1.73740  0.350
H -3.40592 -2.80270 0.51874  0.298
H -3.96042 -1.14139 0.04975  0.522
H -2.23845 2.00085 -0.13412  0.513
H -1.43163 3.89831 0.38207  0.431
H 1.11516 4.21655 0.50220  0.296
H 2.47966 1.92557 0.33985  0.350
H 3.10652 0.41738 1.29772  0.713
H 3.72914 0.69485 -0.25340  0.446
H 3.90909 -0.90695 0.19982  0.304
H 0.97984 -0.92524 -2.18006  0.345
H 2.08856 -1.89253 -1.43287  0.532
H 2.53463 -0.28666 -2.08132  0.353
H 0.47236 -1.65846 0.61644  0.192

Summary:
DFT total energy ... -635.9782 Ha
SMILES string ... C=C(CC)c1ccccc1C(C)(C)N[O-]
Total charge ... -1
Relative energy (zero: lowest compared OMol25 entry of this formula, charge and spin) ... 27.8 kcal/mol

=====

# 4
A structure of composition C13H19BaF3NO14P2S2. Source: the OMol25 dataset; level of theory: ωB97M-V with the def2-TZVPD basis set.

Each line ends with the Mulliken charge.
Atoms and positions in Å:
Ba -0.24691 1.26368 -1.54652  2.056
C 1.63027 5.66849 -2.52958  -1.775
C 0.99726 5.25903 -1.20126  1.072
O 1.09185 6.33059 -0.25138  -0.637
P 1.89910 3.88285 -0.45135  0.670
O 3.30128 4.47836 0.00481  -0.558
O 1.21283 3.49902 0.92262  -0.491
O 2.06292 2.74430 -1.39094  -0.852
P -0.80689 4.84456 -1.34900  1.012
O -0.90621 4.37229 -2.89358  -0.518
O -1.50362 6.11545 -1.04117  -0.832
O -1.06649 3.59252 -0.52499  -0.925
H 2.62802 6.06998 -2.34873  0.427
H 1.01769 6.44128 -2.99395  0.389
H 1.69970 4.82144 -3.21009  0.336
H 0.19956 6.72790 -0.23534  0.439
H 3.17399 5.26231 0.55743  0.355
H 0.23742 3.44347 0.80462  0.468
H -1.80667 4.09386 -3.13295  0.342
F -4.67855 0.50411 -4.75995  -0.223
C -4.52922 0.22701 -3.45617  0.418
F -5.72197 0.35163 -2.86094  -0.216
F -4.12594 -1.04291 -3.33788  -0.210
S -3.31227 1.37260 -2.70059  1.371
O -2.09830 1.16654 -3.50391  -0.827
O -3.12528 0.88041 -1.34493  -0.673
O -3.90503 2.67764 -2.84970  -0.637
C 1.81597 -6.66280 -0.02964  -1.433
C 1.62322 -5.57333 0.99200  1.009
C 0.84755 -5.78140 2.12507  -0.575
C 0.65404 -4.76662 3.05425  -0.312
C 1.25492 -3.53713 2.84696  -0.276
C 2.05188 -3.31146 1.73016  -0.410
C 2.22523 -4.32846 0.81023  -0.592
S 0.91640 -2.19411 3.95187  1.333
O 0.00064 -2.69281 4.93876  -0.722
O 2.17900 -1.62956 4.33124  -0.723
N 0.15073 -1.05908 3.08305  -0.176
C -1.17453 -1.31698 2.49628  -0.889
C -1.15359 -2.01412 1.13747  -0.187
C -0.37652 -1.27149 0.05672  0.822
O -0.64909 -1.50438 -1.13852  -0.809
O 0.50140 -0.41841 0.42804  -0.997
H 1.17757 -7.51966 0.18261  0.354
H 2.85226 -7.00617 -0.03973  0.320
H 1.57879 -6.29955 -1.03044  0.326
H 0.37245 -6.74381 2.27567  0.301
H 0.02747 -4.90777 3.92404  0.473
H 2.49997 -2.33968 1.56533  0.371
H 2.82331 -4.14925 -0.07572  0.372
H 0.76110 -0.61459 2.39656  0.260
H -1.65202 -0.34144 2.39568  0.356
H -1.75622 -1.89045 3.21706  0.379
H -2.16955 -2.16931 0.77464  0.446
H -0.70089 -3.00461 1.22580  -0.001

Summary:
DFT total energy ... -3419.6311 Ha
Total charge ... -1
Relative energy (zero: lowest compared OMol25 entry of this formula, charge and spin) ... 0.0 kcal/mol

=====

# 5
The ion C13H19Br2FN2O3PS4 with charge +1. Source: the OMol25 dataset; level of theory: ωB97M-V with the def2-TZVPD basis set.

Each line ends with the Mulliken charge.
Atoms and positions in Å:
C 2.14957 0.58928 4.14789  -0.986
C 2.18932 0.48371 2.82659  -0.422
C 1.31636 -0.50881 2.12085  -1.127
C 0.53665 -0.00358 0.85871  2.210
C 0.22447 1.47496 0.91177  -0.559
C -0.50575 1.95058 2.18438  -1.770
C -0.67840 -0.92346 0.82610  -1.829
N -1.45984 -1.06270 -0.45229  0.379
Br -1.79314 -2.98454 -0.61534  0.228
C -2.87410 -0.54785 -0.28637  -0.478
C -3.00165 0.90482 0.18594  0.335
O -3.26273 1.13092 1.34093  -0.393
Br -2.86396 2.38044 -1.04992  -0.002
C -0.84837 -0.53084 -1.75809  -0.264
P -1.58216 -1.39766 -3.30452  0.180
S -1.42275 -0.13379 -4.76209  -0.283
C 0.70558 -0.41838 -1.77629  0.595
N 1.14215 0.64054 -2.67910  -0.366
C 0.86489 1.81395 -2.47799  0.407
S 0.93185 3.32434 -2.16159  -0.231
S 1.53370 -1.88854 -2.58640  1.269
O 2.92629 -1.75406 -2.43031  -0.646
O 0.97675 -3.07994 -2.03592  -0.551
F 1.25968 -1.74745 -4.08797  -0.145
C 1.43948 -0.40899 -0.37515  -1.623
S 3.03502 0.42742 -0.42454  -0.098
H 1.25729 0.31705 4.68948  0.270
H 3.00223 0.96811 4.68172  0.331
H 2.87859 1.11579 2.29373  0.361
H 0.54819 -0.79383 2.84303  0.700
H 1.87782 -1.41402 1.90529  0.419
H 1.10279 2.08412 0.77272  0.862
H -0.41782 1.70767 0.06000  -0.191
H 0.18797 2.51545 2.79418  0.414
H -1.34992 2.59698 1.98657  0.380
H -0.80569 1.11133 2.80344  0.372
H -1.32222 -0.65006 1.65621  0.366
H -0.30422 -1.89990 1.09512  0.394
H -3.46336 -0.69524 -1.18559  0.588
H -3.32157 -1.16543 0.47659  0.535
H -1.29732 0.44938 -1.89473  -0.014
H -2.95117 -1.62666 -3.07841  0.140
H -0.97305 -2.64069 -3.52041  0.147
H 1.68749 -1.44304 -0.16056  0.908
H 2.72502 1.73261 -0.35762  0.185

Summary:
DFT total energy ... -8023.5576 Ha
SMILES string ... C=CC[C@]1(CC)C[N@@+](Br)(CC(=O)Br)[C@H]([PH2]=S)[C@](N=C=S)(S(=O)(=O)F)[C@H]1S
Total charge ... +1

=====

# 6
A structure of composition C13H19ClFN3OS. Source: the OMol25 dataset; level of theory: ωB97M-V with the def2-TZVPD basis set.

Each line ends with the Mulliken charge.
Atoms and positions in Å:
C 1.64098 -0.34488 3.08613  -0.804
C 0.83535 -1.14539 2.38942  -0.633
C -0.32553 -0.57164 1.61402  -0.988
C 0.03232 0.19493 0.37383  1.007
C -0.69876 1.19288 -0.21091  -0.144
C -1.98673 1.87435 0.12618  0.155
F -1.68062 3.04287 0.82404  -0.379
C -3.03065 1.05472 0.87605  -0.364
C -4.41939 1.05439 0.18150  -1.209
N -0.00784 1.59333 -1.33308  0.167
C 1.11290 0.89499 -1.46969  0.019
N 2.03122 1.04140 -2.46074  -0.546
C 2.99701 1.77451 -2.06829  0.434
S 4.45344 2.00576 -1.53360  -0.277
N 1.14646 0.02578 -0.44601  0.160
C 2.23765 -0.93671 -0.32063  -0.828
C 1.80970 -2.36813 -0.65145  -0.252
C 0.84019 -2.43512 -1.84194  -0.772
O -0.52540 -2.44138 -1.44674  -0.497
H 2.69293 -0.54647 3.22460  0.304
H 1.22700 0.57360 3.48384  0.275
H 0.95383 -2.22153 2.36465  0.510
H -0.81501 0.14745 2.27360  0.524
H -1.08859 -1.30942 1.36741  0.377
H -2.43468 2.19657 -0.81593  0.355
H -2.74315 0.02399 1.02134  -0.005
H -3.17295 1.53897 1.83962  0.396
H -5.18958 1.18426 0.93459  0.313
H -4.58882 0.07536 -0.26074  0.339
H -4.49283 1.80351 -0.59945  0.338
H -0.33203 2.32644 -1.94391  0.321
H 2.65732 -0.85760 0.67391  0.202
H 3.04405 -0.66289 -0.99219  0.461
H 1.32649 -2.84933 0.19861  0.069
H 2.69563 -2.92817 -0.93864  0.487
H 1.07284 -3.34277 -2.40189  0.340
H 0.97677 -1.58650 -2.50623  0.314
H -0.60434 -3.01306 -0.67909  0.367
Cl 2.35284 3.94088 -1.93220  -0.534

Summary:
DFT total energy ... -1704.4152 Ha
Relative energy (zero: lowest compared OMol25 entry of this formula, charge and spin) ... 0.0 kcal/mol

=====

Number 1: E_HOMO -9.0 eV, HOMO-LUMO gap 7.924 eV, E_LUMO -1.074 eV. Number 2: E_HOMO -10.5 eV, HOMO-LUMO gap 5.483 eV, E_LUMO -5.056 eV. Number 3: E_HOMO -1.1 eV, HOMO-LUMO gap 4.357 eV, E_LUMO 3.210 eV. Number 4: E_HOMO -7.3 eV, HOMO-LUMO gap 9.469 eV, E_LUMO 2.166 eV. Number 5: E_HOMO -12.1 eV, HOMO-LUMO gap 6.228 eV, E_LUMO -5.921 eV. Number 6: E_HOMO -7.7 eV, HOMO-LUMO gap 7.798 eV, E_LUMO 0.145 eV.